1.
A 11-piece molecular cluster, C44H77N11 overall at a distorted geometry. Source: the Open Molecules 2025 dataset; level of theory: ωB97M-V/def2-TZVPD.

Structure (XYZ):
```
132
Properties=species:S:1:pos:R:3:mulliken_charge:R:1
C 1.226 4.407 0.820 -0.5716
C 2.092 4.428 2.069 1.0547
C 3.471 5.116 1.898 -0.7106
C 3.257 6.495 1.437 0.1588
N 3.046 7.576 1.124 -0.4698
H 0.256 3.994 1.107 0.1510
H 1.615 3.733 0.053 0.3455
H 1.109 5.396 0.377 0.0936
H 2.327 3.397 2.349 -0.8830
H 1.530 4.840 2.906 0.3566
H 4.160 4.691 1.168 0.3463
H 3.920 5.092 2.890 0.4745
C 2.241 -5.069 -6.778 -1.2285
C 1.413 -4.144 -5.877 -0.4158
C 1.617 -4.391 -4.386 -0.5104
C 0.963 -3.520 -3.407 0.1880
N 0.448 -2.856 -2.625 -0.3150
H 2.242 -6.087 -6.393 0.3409
H 3.249 -4.663 -6.691 0.3198
H 1.849 -4.968 -7.784 0.3620
H 0.335 -4.140 -6.064 0.3097
H 1.719 -3.105 -6.043 0.3509
H 2.688 -4.460 -4.174 0.4036
H 1.298 -5.417 -4.159 0.2353
C -2.467 -2.382 -4.655 -0.6995
C -3.570 -1.340 -4.395 -0.0547
C -4.995 -1.905 -4.508 -0.5727
C -5.384 -1.974 -5.917 0.1811
N -5.681 -1.962 -7.023 -0.4412
H -2.655 -3.005 -5.531 0.5044
H -2.370 -3.024 -3.780 -0.0388
H -1.577 -1.788 -4.864 0.3213
H -3.429 -0.601 -5.189 0.4310
H -3.306 -0.816 -3.481 -0.2022
H -5.739 -1.243 -4.058 0.3566
H -5.119 -2.880 -4.037 0.2716
C 3.897 -0.340 2.159 -0.1395
C 4.056 -0.972 3.534 -0.2574
C 5.333 -1.852 3.633 -0.2749
C 5.770 -1.975 5.028 0.1224
N 6.160 -2.026 6.104 -0.4235
H 3.101 0.404 2.192 -0.6044
H 3.662 -1.006 1.328 -0.1747
H 4.793 0.200 1.837 0.5537
H 3.148 -1.502 3.817 0.4080
H 4.207 -0.139 4.223 0.3841
H 6.135 -1.304 3.134 0.3617
H 5.158 -2.778 3.091 0.1388
C -3.628 -0.456 1.939 -1.5394
C -2.612 -1.515 2.284 1.7246
C -2.453 -1.733 3.808 -0.0649
C -3.566 -2.482 4.370 0.0113
N -4.474 -3.063 4.763 -0.4813
H -4.618 -0.601 2.370 0.3851
H -3.726 -0.335 0.861 0.4259
H -3.250 0.489 2.347 0.3558
H -1.646 -1.323 1.811 -1.3233
H -2.864 -2.485 1.841 0.0190
H -2.499 -0.736 4.251 0.1014
H -1.542 -2.283 4.044 0.2856
C -0.640 1.524 -1.094 -1.1674
C -0.955 0.101 -1.532 -0.1996
C -1.110 -0.957 -0.482 2.6155
C -0.035 -0.931 0.518 0.1531
N 0.773 -0.915 1.336 -0.6208
H -1.336 1.819 -0.299 0.1205
H -0.875 2.234 -1.886 0.4107
H 0.371 1.697 -0.725 0.2932
H -0.161 -0.165 -2.239 0.2237
H -1.866 0.075 -2.131 -0.0473
H -1.079 -1.980 -0.858 -0.8440
H -2.036 -0.816 0.086 -1.0763
C -0.312 -6.639 -1.556 -1.9218
C -1.126 -5.347 -1.540 1.1411
C -2.447 -5.462 -0.806 -0.5543
C -3.175 -4.174 -0.785 0.1916
N -3.719 -3.163 -0.798 -0.4693
H -0.356 -7.189 -0.612 0.4402
H 0.727 -6.458 -1.832 0.3189
H -0.686 -7.354 -2.296 0.4724
H -1.281 -5.045 -2.577 0.2204
H -0.524 -4.544 -1.116 -0.5410
H -2.287 -5.810 0.217 0.3362
H -3.051 -6.259 -1.244 0.3868
C 0.925 -4.398 1.525 -0.3313
C 2.428 -4.203 1.757 -0.4431
C 3.228 -3.637 0.585 0.6196
C 3.375 -4.432 -0.628 -0.1432
N 3.448 -4.981 -1.633 -0.5203
H 0.428 -4.855 2.375 0.5009
H 0.791 -5.086 0.684 -0.0736
H 0.515 -3.442 1.193 -0.2049
H 2.844 -5.212 1.862 0.4738
H 2.634 -3.557 2.608 0.0537
H 4.217 -3.328 0.925 0.2854
H 2.717 -2.758 0.159 -0.2705
C 1.639 1.924 3.426 -1.9704
C 1.553 0.412 3.769 1.6745
C 0.768 0.154 5.051 -0.5567
C -0.483 0.911 5.219 0.0539
N -1.481 1.453 5.393 -0.6231
H 2.599 2.159 2.954 0.3495
H 1.606 2.600 4.280 0.5124
H 0.904 2.198 2.673 0.7112
H 2.485 -0.136 3.886 -0.9390
H 1.034 0.041 2.885 -0.4882
H 1.378 0.392 5.927 0.4610
H 0.505 -0.899 5.178 0.4589
C -3.977 7.289 1.809 -1.2051
C -2.531 6.876 2.044 -0.1718
C -2.394 5.337 2.188 -0.2828
C -2.439 4.711 0.897 0.2006
N -2.513 4.292 -0.169 -0.4704
H -4.380 6.780 0.930 0.3237
H -4.095 8.353 1.617 0.3593
H -4.572 6.967 2.664 0.3219
H -2.152 7.340 2.956 0.3500
H -1.873 7.181 1.230 0.0738
H -3.168 4.933 2.850 0.4442
H -1.516 5.063 2.781 0.0831
C 0.085 7.636 -2.091 -1.0107
C 0.948 6.533 -2.688 -0.6446
C 0.330 5.117 -2.597 0.7660
C -0.905 5.086 -3.400 0.1013
N -1.879 5.043 -4.009 -0.5400
H -0.823 7.898 -2.643 0.4131
H 0.642 8.577 -2.111 0.3718
H -0.216 7.461 -1.058 0.0774
H 1.762 6.473 -1.954 0.2924
H 1.385 6.692 -3.668 0.4156
H 0.066 4.837 -1.578 -0.6331
H 1.018 4.350 -2.952 0.4540
```

HOMO level (eV): -11.21
Molecular weight (Da): 760.18
Structure (SMILES): CCCC#N.CCCC#N.CCCC#N.CCCC#N.CCCC#N.CCCC#N.CCCC#N.CCCC#N.CCCC#N.CCCC#N.CCCC#N
Energy relative to the best compared isomer or geometry (same formula, charge and spin) (kcal per mole): 82.7
HOMO-LUMO gap (eV): 11.231
LUMO level (eV): 0.025
Multiplicity: 1


2.
A 10-piece molecular cluster, C44H77N11O10 overall. Source: the Open Molecules 2025 dataset; level of theory: ωB97M-V/def2-TZVPD.

Structure (XYZ):
```
142
Properties=species:S:1:pos:R:3:mulliken_charge:R:1
C 1.177 -0.490 -1.575 -1.2758
C 1.429 -1.893 -2.039 0.6663
C 0.500 -2.507 -2.940 -0.2905
N 0.623 -3.716 -3.396 -0.6793
C 1.725 -4.394 -2.964 0.4000
C 1.955 -5.710 -3.410 -0.6351
C 3.049 -6.403 -2.989 -0.8459
C 3.984 -5.819 -2.099 0.6263
C 5.197 -6.583 -1.643 -0.8199
C 6.530 -5.842 -1.681 -0.1565
O 7.401 -6.125 -0.886 -0.5796
C 6.789 -4.839 -2.769 0.5627
C 7.079 -5.298 -4.051 -0.2703
C 7.326 -4.395 -5.072 -0.5182
C 7.279 -3.033 -4.830 -0.5576
C 7.006 -2.569 -3.550 -0.5739
C 6.767 -3.472 -2.528 -0.3129
C 3.757 -4.550 -1.645 -0.1299
C 2.639 -3.809 -2.064 0.1379
N 2.472 -2.538 -1.600 -0.5552
H 2.141 0.023 -1.536 0.3695
H 0.513 0.036 -2.251 0.4106
H 0.785 -0.492 -0.559 0.2336
H -0.361 -1.927 -3.260 0.5035
H 1.242 -6.163 -4.087 0.4281
H 3.216 -7.415 -3.336 0.3591
H 5.061 -6.889 -0.604 0.3706
H 5.354 -7.486 -2.238 0.3249
H 7.118 -6.363 -4.246 0.4089
H 7.551 -4.760 -6.066 0.3732
H 7.447 -2.311 -5.618 0.4087
H 6.963 -1.509 -3.337 0.5454
H 6.552 -3.104 -1.532 0.4896
H 4.439 -4.082 -0.946 0.6124
C -3.862 1.159 -2.506 -1.0947
C -2.813 0.168 -2.060 0.7156
O -1.615 0.423 -2.124 -0.6013
N -3.242 -1.022 -1.584 -0.0498
C -4.614 -1.482 -1.434 -0.6478
H -3.360 2.056 -2.856 0.3265
H -4.462 0.751 -3.319 0.3647
H -4.521 1.418 -1.678 0.0911
H -2.495 -1.641 -1.309 0.2128
H -4.810 -1.715 -0.386 0.2672
H -4.766 -2.385 -2.027 0.2965
H -5.323 -0.732 -1.759 0.1695
C 9.231 1.854 -1.566 -1.0711
C 8.198 1.499 -2.608 0.6966
O 7.396 0.595 -2.435 -0.6689
N 8.173 2.227 -3.760 -0.1548
C 9.034 3.328 -4.138 -0.8574
H 9.125 1.188 -0.719 0.1431
H 10.238 1.745 -1.972 0.4223
H 9.089 2.880 -1.220 0.3658
H 7.457 1.938 -4.407 0.2448
H 8.447 4.232 -4.312 0.2868
H 9.579 3.092 -5.055 0.2837
H 9.753 3.530 -3.352 0.3190
C 11.458 -0.274 2.652 -0.9579
C 11.247 0.703 1.521 0.7859
O 10.137 1.029 1.122 -0.4813
N 12.359 1.230 0.938 -0.1710
C 13.748 0.972 1.262 -0.9271
H 10.498 -0.611 3.026 -0.1867
H 12.025 -1.141 2.309 0.4070
H 11.998 0.198 3.473 0.3806
H 12.157 1.878 0.194 0.1975
H 14.248 1.894 1.561 0.2882
H 14.272 0.561 0.397 0.2990
H 13.819 0.261 2.077 0.3553
C 7.679 -0.275 3.197 -1.1289
C 7.914 -1.359 4.217 0.4060
O 8.934 -1.416 4.889 -0.6941
N 6.942 -2.300 4.370 -0.1252
C 5.680 -2.401 3.666 -0.7766
H 8.528 0.396 3.189 0.3706
H 7.571 -0.712 2.202 0.3035
H 6.792 0.305 3.441 0.5163
H 7.159 -2.997 5.064 0.2476
H 4.844 -2.350 4.367 0.2700
H 5.618 -3.348 3.125 0.2793
H 5.581 -1.591 2.952 0.3027
C 6.228 3.056 1.405 -1.1670
C 6.601 3.502 2.801 0.7879
O 7.195 2.768 3.571 -0.6215
N 6.253 4.766 3.171 -0.1935
C 5.554 5.767 2.391 -0.8537
H 6.580 2.038 1.266 0.1421
H 5.147 3.081 1.263 0.4309
H 6.698 3.693 0.655 0.3530
H 6.533 5.002 4.110 0.2444
H 6.171 6.660 2.273 0.2793
H 4.624 6.056 2.884 0.2824
H 5.316 5.381 1.406 0.3249
C -9.616 0.411 -2.328 -1.1525
C -8.610 -0.620 -1.887 0.7848
O -7.402 -0.424 -1.935 -0.6043
N -9.094 -1.799 -1.421 -0.1472
C -10.480 -2.206 -1.284 -0.8787
H -9.088 1.296 -2.667 0.2915
H -10.228 0.028 -3.145 0.3742
H -10.267 0.686 -1.497 0.1473
H -8.377 -2.450 -1.142 0.2264
H -10.708 -2.434 -0.242 0.2750
H -10.675 -3.097 -1.883 0.2832
H -11.142 -1.414 -1.616 0.3453
C -13.692 2.931 1.251 -0.9974
C -12.560 2.763 0.267 0.8170
O -12.732 2.823 -0.943 -0.6926
N -11.324 2.537 0.777 -0.0458
C -10.929 2.416 2.166 -0.7627
H -14.605 3.107 0.689 0.3227
H -13.811 2.038 1.865 0.1269
H -13.509 3.785 1.905 0.3609
H -10.604 2.450 0.076 0.1219
H -10.182 3.179 2.398 0.2345
H -10.481 1.436 2.339 0.2644
H -11.773 2.526 2.837 0.2934
C -6.667 5.711 0.152 -1.3623
C -6.714 4.201 0.104 0.8473
O -7.770 3.591 0.063 -0.6224
N -5.526 3.541 0.104 -0.1395
C -4.185 4.094 0.140 -0.8644
H -7.687 6.082 0.143 0.2661
H -6.171 6.056 1.059 0.3968
H -6.137 6.110 -0.714 0.3711
H -5.623 2.538 0.075 0.1943
H -3.631 3.784 -0.748 0.2307
H -3.661 3.727 1.023 0.3021
H -4.208 5.178 0.173 0.3674
C -15.555 0.941 4.947 -1.3135
C -14.223 0.347 4.553 0.7443
O -13.482 0.900 3.754 -0.5782
N -13.871 -0.834 5.120 -0.1726
C -14.614 -1.628 6.079 -0.8503
H -15.683 1.875 4.410 0.2468
H -16.372 0.268 4.688 0.3799
H -15.589 1.142 6.019 0.3768
H -12.972 -1.175 4.815 0.2366
H -14.041 -1.748 6.999 0.2845
H -14.823 -2.619 5.672 0.2857
H -15.557 -1.149 6.319 0.3232
```

HOMO level (eV): -8.57
Molecular weight (Da): 920.17
Structure (SMILES): Cc1cnc2ccc(CC(=O)c3ccccc3)cc2n1.CNC(C)=O.CNC(C)=O.CNC(C)=O.CNC(C)=O.CNC(C)=O.CNC(C)=O.CNC(C)=O.CNC(C)=O.CNC(C)=O
HOMO-LUMO gap (eV): 8.916
LUMO level (eV): 0.346
Multiplicity: 1


3.
A 7-piece molecular cluster, C44H78Cl2NO10PS7Si overall at a distorted geometry. Source: the Open Molecules 2025 dataset; level of theory: ωB97M-V/def2-TZVPD.

Structure (XYZ):
```
144
Properties=species:S:1:pos:R:3:mulliken_charge:R:1
C 6.771 5.061 3.248 -0.4394
C 7.629 4.231 2.466 -0.2021
C 8.221 2.857 1.718 -0.2183
C 7.469 2.516 0.297 0.1871
C 8.425 2.273 -1.054 0.2022
C 10.059 2.384 -1.078 -0.8604
C 10.399 4.005 -1.738 0.1544
C 10.219 5.289 -0.584 -0.4683
O 9.174 4.974 -1.814 -0.3553
C 7.715 1.932 -2.531 -0.6062
C 6.083 1.809 -2.585 -0.4937
C 5.076 2.019 -1.266 -0.2540
C 5.808 2.367 0.154 0.5283
S 4.649 2.602 1.655 -0.2201
C 3.085 1.673 1.211 0.5177
C 2.112 1.165 2.428 0.2256
C 2.553 1.509 3.989 -1.3667
C 0.723 0.319 2.062 0.1033
C -0.182 -0.163 3.341 -0.1153
Cl -0.362 -1.917 3.954 0.0247
C -0.920 0.893 4.120 0.3533
C -1.891 0.622 5.413 -0.9372
Cl -0.745 2.703 3.602 -0.1613
C 0.355 0.042 0.465 -0.3100
C -1.056 -0.764 0.068 0.5334
C -1.101 -2.308 0.614 -0.5655
C -2.278 0.199 0.581 0.6596
C -3.689 -0.566 0.905 -0.3492
C -3.912 -0.621 2.562 -0.4645
C 1.389 0.572 -0.738 -0.2295
C 1.087 0.274 -2.321 -1.1847
C -0.076 1.195 -3.005 -0.4522
O -0.884 1.996 -2.074 0.0240
Si -2.200 2.637 -3.110 0.6720
C -1.534 3.622 -4.644 -1.0267
C -3.455 1.287 -3.674 -0.8686
C -3.183 3.884 -1.973 -0.9128
C 2.781 1.430 -0.381 -0.2677
N 3.604 1.902 -1.551 0.7418
P 3.045 3.474 -2.203 0.0306
O 1.581 3.920 -1.345 -0.4594
O 4.260 4.716 -2.093 -0.3957
H 6.178 5.656 4.096 0.3375
H 8.082 1.887 2.400 0.4939
H 9.376 3.025 1.640 0.2039
H 10.568 1.636 -1.855 0.3597
H 10.584 2.340 -0.036 0.2439
H 11.325 4.105 -2.579 0.2568
H 10.387 6.351 -1.101 0.3630
H 9.314 5.196 0.161 0.1158
H 8.391 1.774 -3.488 0.2476
H 5.595 1.552 -3.627 0.2661
H 2.355 2.670 4.152 0.2992
H 3.707 1.287 4.180 0.3939
H 1.965 0.878 4.787 0.2244
H -1.612 1.427 6.246 0.3411
H -3.028 0.837 5.149 0.2592
H -1.778 -0.430 5.912 0.2311
H -1.170 -0.833 -1.119 0.2714
H 0.007 -2.579 0.943 0.3205
H -1.349 -3.017 -0.304 0.2149
H -1.780 -2.492 1.548 -0.2628
H -1.998 0.881 1.499 -0.1715
H -2.508 0.956 -0.313 -0.7202
H -4.583 0.118 0.513 0.2932
H -3.820 -1.616 0.405 0.2373
H -3.440 0.348 3.045 0.1136
H -5.078 -0.553 2.809 0.2098
H -3.443 -1.625 2.962 0.0210
H 0.720 -0.861 -2.384 0.3831
H 2.073 0.304 -2.994 0.2455
H -0.797 0.445 -3.589 0.3230
H 0.451 1.829 -3.860 0.3066
H -0.921 2.828 -5.288 0.2478
H -0.742 4.433 -4.289 0.2337
H -2.394 4.083 -5.295 0.3364
H -4.594 1.567 -3.488 0.1819
H -3.294 0.236 -3.177 0.2558
H -3.363 1.105 -4.848 0.3253
H -3.458 3.271 -0.990 0.2054
H -2.452 4.783 -1.728 0.2347
H -4.130 4.238 -2.576 0.3007
H 0.881 3.983 -2.076 0.2908
H 4.493 4.951 -1.146 0.3025
C -6.391 -1.650 -4.777 -0.6603
S -7.179 -0.437 -3.691 0.3878
O -6.315 -0.294 -2.473 -0.4975
C -8.588 -1.477 -3.239 -0.8453
H -5.457 -1.225 -5.151 0.3019
H -6.174 -2.566 -4.221 0.3222
H -7.051 -1.870 -5.619 0.1213
H -8.237 -2.403 -2.777 0.1226
H -9.177 -1.702 -4.130 0.4315
H -9.209 -0.930 -2.525 0.3352
C -8.730 -1.594 -10.082 -0.9510
S -8.669 -2.623 -8.596 0.4728
O -8.839 -1.716 -7.413 -0.5798
C -6.911 -3.030 -8.720 -0.9462
H -9.742 -1.195 -10.186 0.3142
H -8.022 -0.767 -9.995 0.3037
H -8.491 -2.203 -10.958 0.3805
H -6.314 -2.114 -8.716 0.3008
H -6.731 -3.592 -9.639 0.3990
H -6.635 -3.645 -7.861 0.3071
C 1.315 -6.276 6.666 -0.9102
S 0.108 -4.967 6.983 0.5088
O -0.968 -5.547 7.852 -0.6384
C -0.538 -4.894 5.295 -0.8880
H 1.820 -6.516 7.604 0.3251
H 0.810 -7.168 6.288 0.2863
H 2.052 -5.925 5.939 0.3296
H -0.930 -5.871 5.001 0.4172
H 0.258 -4.588 4.612 0.4101
H -1.344 -4.156 5.263 0.1679
C -3.869 -5.345 2.005 -0.4641
S -2.702 -6.308 1.013 0.3571
O -1.622 -5.373 0.554 -0.5485
C -3.820 -6.575 -0.384 -0.8319
H -3.367 -5.033 2.924 0.2378
H -4.191 -4.460 1.451 -0.1319
H -4.732 -5.964 2.258 0.4447
H -4.145 -5.614 -0.792 0.1791
H -4.685 -7.154 -0.054 0.3451
H -3.284 -7.133 -1.156 0.3635
C 9.791 3.366 5.211 -0.5021
S 11.535 3.529 4.757 0.5376
O 12.034 2.162 4.390 -0.6257
C 12.130 3.895 6.425 -0.9439
H 9.224 3.098 4.317 -0.1906
H 9.672 2.584 5.964 0.3642
H 9.425 4.320 5.599 0.3395
H 11.868 3.079 7.104 0.2953
H 11.688 4.831 6.774 0.3327
H 13.218 4.000 6.391 0.3342
C -8.809 -2.916 0.631 -1.0911
S -7.065 -2.753 0.176 0.7090
O -6.566 -4.120 -0.191 -0.6379
C -6.470 -2.387 1.845 -0.4017
H -9.376 -3.184 -0.263 0.3291
H -8.928 -3.698 1.384 0.3703
H -9.175 -1.962 1.018 0.3730
H -6.732 -3.203 2.523 0.4700
H -6.912 -1.451 2.193 0.4884
H -5.382 -2.282 1.810 -0.6405
```

HOMO level (eV): -7.37
Molecular weight (Da): 1135.54
HOMO-LUMO gap (eV): 7.271
LUMO level (eV): -0.101
Multiplicity: 1